# C6H8BrNO

2 unconnected molecules or ions with the total composition C6H8BrNO in a non-equilibrium geometry (ωB97M-V/def2-TZVPD, OMol25).

Each line ends with the natural charge from an NBO analysis.
Cartesian coordinates (Å):
C -1.00013 -0.27516 0.07138  0.40
C 1.97596 -2.74973 1.93075  0.70
C 2.10971 -1.99425 0.86939  -0.67
C -0.87580 0.89105 -0.45191  -0.20
C -0.68164 1.03578 -1.97835  -0.61
C -0.77155 2.09552 0.42020  -0.61
N -1.07921 -1.34717 0.65188  -0.66
O 1.71234 -3.42073 2.84455  -0.43
Br 3.74406 -1.82093 -0.02958  0.09
H 1.24808 -1.26983 0.51429  0.31
H -0.60588 0.13587 -2.45809  0.22
H 0.36243 1.42165 -2.24671  0.22
H -1.56176 1.51789 -2.42823  0.22
H -1.26722 2.02035 1.30539  0.22
H -1.42607 2.79123 -0.14827  0.21
H 0.15629 2.68839 0.44103  0.22
H -2.03962 -1.71992 0.69227  0.37

Output
total energy: -2937.3114 Ha
total charge: 0
HOMO-LUMO gap: 0.32750 Ha
HOMO energy: -8.64 eV
E_LUMO: 0.28 eV
relative energy (zero: lowest compared OMol25 entry of this formula, charge and spin): 41.9 kcal/mol



# C10H11Br2N3

2 unconnected molecules or ions with the total composition C10H11Br2N3 in a non-equilibrium geometry (ωB97M-V/def2-TZVPD, OMol25).

Each line ends with the natural charge from an NBO analysis.
Cartesian coordinates (Å):
C 2.12353 2.16767 0.04334  -0.19
C 2.92648 -0.11248 -0.14986  -0.20
C 0.68678 0.37773 0.05232  0.21
C 3.13878 1.25496 -0.06955  0.05
C 0.80700 1.71335 0.10161  -0.17
C 1.63019 -0.57038 -0.16390  -0.14
C -1.33539 -0.51292 0.22407  0.53
C -3.44298 -1.08923 -0.26921  0.58
C -3.02147 -2.13251 0.73837  -0.30
C 4.48664 1.85767 -0.02499  -0.67
N -1.70094 -1.53537 0.97721  -0.54
N -2.44062 -0.19416 -0.53488  -0.61
N -4.61748 -1.11880 -0.82062  -0.64
Br -0.71527 2.84572 0.12438  0.17
Br 1.33873 -2.48562 -0.23928  0.13
H 2.33045 3.17916 -0.13197  0.26
H 3.59333 -0.93242 -0.08572  0.27
H -3.74705 -2.19662 1.47256  0.28
H -2.91345 -3.12824 0.25244  0.30
H 4.54321 2.63429 0.82932  0.25
H 5.45194 1.25351 0.22343  0.27
H 4.64627 2.44676 -0.95522  0.26
H -1.01046 -1.86895 1.72237  0.48
H -2.32884 0.35411 -1.45689  0.49
H -5.39617 -1.74455 -0.46328  0.46
H -5.03322 -0.46268 -1.39601  0.45

Output
total energy: -5699.2195 Ha
total charge: +2
HOMO-LUMO gap: 0.27029 Ha
HOMO energy: -15.78 eV
E_LUMO: -8.43 eV
relative energy (zero: lowest compared OMol25 entry of this formula, charge and spin): 65.0 kcal/mol



# C5H5ClO2

A single C5H5ClO2 molecule in a non-equilibrium geometry (ωB97M-V/def2-TZVPD, OMol25).

Each line ends with the natural charge from an NBO analysis.
Cartesian coordinates (Å):
C -0.70615 -1.15359 0.21136  0.07
C -0.58322 0.19513 0.11987  -0.10
C 0.84196 0.40052 0.02204  -0.19
C 1.41502 -0.81122 0.03121  0.53
C -1.58858 1.35488 0.08692  -0.63
O 0.48155 -1.75124 0.21522  -0.42
O 2.68735 -1.22677 -0.13577  -0.65
Cl 1.69902 1.88202 -0.34769  0.01
H -1.67890 -1.81055 0.24149  0.21
H -1.10114 2.06795 0.74553  0.23
H -1.58915 1.89909 -0.86279  0.23
H -2.60687 0.96088 0.28947  0.23
H 2.72911 -2.00710 -0.61687  0.49

Output
total energy: -804.1546 Ha
total charge: 0
HOMO-LUMO gap: 0.33505 Ha
HOMO energy: -8.44 eV
E_LUMO: 0.68 eV
relative energy (zero: lowest compared OMol25 entry of this formula, charge and spin): 20.5 kcal/mol



# C8H16BrPS

A molecular structure, C8H16BrPS in a non-equilibrium geometry (ωB97M-V/def2-TZVPD, OMol25).

Each line ends with the natural charge from an NBO analysis.
Cartesian coordinates (Å):
C 0.35013 0.69534 0.02828  -0.26
C -0.31972 -0.12403 1.16876  -0.29
C -0.14748 -0.06720 -1.23406  -0.28
C 1.85325 0.89285 0.13921  -0.61
C -1.07328 0.71863 2.18556  -0.62
C 0.56039 -1.13794 1.88866  -0.63
C -0.74254 0.82618 -2.30475  -0.62
C 0.81882 -1.06722 -1.85029  -0.63
P -1.38171 -0.99325 -0.13208  1.21
S -1.60435 -2.90917 -0.19243  -0.34
Br -3.91593 0.81224 0.00229  -0.51
H -0.11981 1.68301 0.01648  0.23
H 2.39098 -0.04889 0.18279  0.21
H 2.08065 1.46247 1.03761  0.22
H 2.21208 1.45827 -0.71788  0.22
H -1.74352 0.09352 2.77282  0.23
H -1.66900 1.47852 1.68969  0.24
H -0.37705 1.20766 2.86091  0.21
H 1.31552 -0.61847 2.47435  0.22
H 1.05650 -1.82011 1.20244  0.21
H -0.04959 -1.72876 2.56741  0.23
H -1.50113 1.48280 -1.88894  0.24
H -1.20019 0.22538 -3.08580  0.22
H 0.03817 1.43533 -2.75417  0.21
H 0.29847 -1.67608 -2.58760  0.23
H 1.24465 -1.73829 -1.11196  0.22
H 1.62566 -0.54280 -2.35731  0.22

Output
total energy: -3627.9712 Ha
total charge: 0
HOMO-LUMO gap (spin up / spin down): 0.25238 / 0.25247 Ha
HOMO energy (spin up / spin down): -9.05 / -9.05 eV
E_LUMO (spin up / spin down): -2.18 / -2.18 eV
relative energy (zero: lowest compared OMol25 entry of this formula, charge and spin): 3.7 kcal/mol



What did the first record say?
# C6H8BrNO

2 unconnected molecules or ions with the total composition C6H8BrNO in a non-equilibrium geometry (ωB97M-V/def2-TZVPD, OMol25).

Each line ends with the natural charge from an NBO analysis.
Cartesian coordinates (Å):
C -1.00013 -0.27516 0.07138  0.40
C 1.97596 -2.74973 1.93075  0.70
C 2.10971 -1.99425 0.86939  -0.67
C -0.87580 0.89105 -0.45191  -0.20
C -0.68164 1.03578 -1.97835  -0.61
C -0.77155 2.09552 0.42020  -0.61
N -1.07921 -1.34717 0.65188  -0.66
O 1.71234 -3.42073 2.84455  -0.43
Br 3.74406 -1.82093 -0.02958  0.09
H 1.24808 -1.26983 0.51429  0.31
H -0.60588 0.13587 -2.45809  0.22
H 0.36243 1.42165 -2.24671  0.22
H -1.56176 1.51789 -2.42823  0.22
H -1.26722 2.02035 1.30539  0.22
H -1.42607 2.79123 -0.14827  0.21
H 0.15629 2.68839 0.44103  0.22
H -2.03962 -1.71992 0.69227  0.37

Output
total energy: -2937.3114 Ha
total charge: 0
HOMO-LUMO gap: 0.32750 Ha
HOMO energy: -8.64 eV
E_LUMO: 0.28 eV
relative energy (zero: lowest compared OMol25 entry of this formula, charge and spin): 41.9 kcal/mol